11
Properties=species:S:1:pos:R:3:forces:R:3 method="wB97M-V/def2-TZVPD" total_energy_ev=-13166.7199 e_above_lowest_ev=1.285 gap_ha=0.45144 homo_ev=-11.51 lumo_energy_ev=0.77 smiles=N#C[C@]1(C(F)F)CO1
F 1.9423 -0.2328 -0.1372 1.12 -0.89 0.70
F 0.4125 -1.7941 0.4477 0.43 -0.87 0.98
O 0.1892 1.6311 -0.6212 -0.44 -0.14 0.38
N -2.7274 -0.5245 -0.0122 2.39 1.74 -0.60
C 0.2858 1.4874 0.7953 1.40 -0.96 -0.06
C -1.7075 0.0388 -0.1563 -0.57 -1.58 0.82
C -0.2304 0.3782 -0.1136 -0.41 0.51 0.58
C 0.7486 -0.8169 -0.3669 -1.07 2.64 -0.96
H 0.8314 -1.1758 -1.3773 -0.52 -0.28 -0.55
H 1.3432 1.4956 1.2292 -1.53 -0.47 -0.97
H -0.3687 2.0198 1.4579 -0.81 0.30 -0.32



12
Properties=species:S:1:pos:R:3:forces:R:3 method="wB97M-V/def2-TZVPD" total_energy_ev=-8337.9461 e_above_lowest_ev=2.515 gap_ha=0.36564 homo_ev=-9.57 lumo_energy_ev=0.38
O 1.6176 0.7464 1.8259 -0.03 -0.17 0.11
O -1.0393 -1.3878 -1.1625 0.34 0.22 0.37
C 0.3979 0.5502 -0.3792 0.03 0.15 -0.08
C -0.3295 -0.8275 -0.3647 -0.27 -0.25 -0.26
C 0.2011 -1.1171 0.9766 0.02 -0.01 0.05
C 0.8389 0.0785 0.9839 -0.08 -0.05 -0.10
H 0.1103 -1.9466 1.6678 0.02 0.12 -0.08
H -2.3655 1.1354 -2.4279 0.00 -0.03 0.00
H -0.2546 1.4285 -0.3961 0.08 -0.13 0.02
H 1.7493 0.2236 2.6303 0.02 0.11 -0.08
H -2.1156 0.4624 -2.2260 -0.04 0.08 -0.05
H 1.1893 0.6541 -1.1281 -0.10 -0.03 0.10



14
Properties=species:S:1:pos:R:3:forces:R:3 method="wB97M-V/def2-TZVPD" total_energy_ev=-8369.3851 e_above_lowest_ev=3.897 gap_ha=0.30713 homo_ev=-7.80 lumo_energy_ev=0.55 smiles="C=C/C=C/O.O"
O 1.9379 3.6447 -0.2156 0.93 -1.16 1.78
O 0.2000 1.4626 0.3027 0.53 1.62 0.22
C 0.1791 0.3741 -0.4815 -1.23 -4.21 -2.56
C -0.8840 -1.9217 -0.4006 -0.18 -2.28 1.22
C -0.1129 -0.8321 0.1204 0.26 3.02 1.00
C -1.3590 -2.8767 0.5198 -1.04 1.99 -2.59
H 0.3431 0.1304 -1.6736 -0.48 2.26 2.70
H -0.0262 2.3683 -0.0277 0.34 -1.77 -0.68
H -2.0743 -3.6137 0.0665 0.83 0.50 0.94
H 1.4888 3.2217 0.5855 1.38 0.83 -1.53
H 2.9012 3.3580 -0.1259 -2.00 0.53 -0.15
H -1.1301 -1.9295 -1.5052 0.43 -0.39 1.40
H -1.4293 -2.6220 1.6126 0.57 -0.65 -1.27
H -0.0343 -0.7641 1.2228 -0.34 -0.27 -0.48



63
Properties=species:S:1:pos:R:3:forces:R:3 method="wB97M-V/def2-TZVPD" charge=-2 total_energy_ev=-109162.4142 e_above_lowest_ev=0.000 gap_ha=0.19891 homo_ev=-1.93 lumo_energy_ev=3.48
I 2.5038 6.4635 -3.8156 -0.01 -0.01 0.00
K 0.7796 -0.7609 -0.1591 0.07 0.03 -0.02
S 0.6069 -3.5939 1.5776 0.01 0.02 0.00
S 1.6079 2.0425 1.3092 -0.02 0.03 -0.01
S 2.6081 -3.7191 -0.7268 0.02 0.01 0.02
S -1.5713 1.4514 0.3834 0.03 0.05 0.00
O -0.3024 0.1380 -2.4229 0.15 0.02 -0.11
O -1.3229 0.5949 -4.3648 0.07 0.06 -0.06
N -2.5004 -1.5833 -1.1642 0.06 0.05 0.03
N -3.0986 -1.2502 -3.4218 -0.17 -0.14 0.08
N -2.4167 -1.9210 -2.4180 -0.01 -0.06 -0.03
N -1.5671 -2.8864 -2.6759 -0.01 0.09 -0.01
N -1.0119 -1.0064 2.7451 -0.01 -0.03 0.01
N -1.6482 -2.3554 -0.5257 -0.15 -0.18 0.03
C -1.2660 -2.2963 2.9654 -0.01 -0.01 0.01
C -0.5168 0.8420 -3.4300 -0.16 0.04 0.15
C -1.0857 -3.1355 -1.4639 -0.01 0.02 0.05
C -1.0686 5.3673 -0.3694 -0.01 0.00 0.00
C 0.0381 2.9961 -4.6312 -0.01 0.00 0.01
C -0.0667 -3.1669 3.2139 0.00 -0.02 0.00
C -3.6012 -1.9767 2.6138 0.00 0.00 0.00
C -2.5484 -2.8252 2.9153 0.00 0.01 0.01
C 1.0842 2.5807 -2.5164 0.04 0.00 0.02
C 0.9782 4.6118 0.6452 0.01 0.02 -0.02
C 0.2276 2.1707 -3.5277 0.05 -0.04 -0.06
C 1.7486 3.7983 -2.5938 -0.01 -0.01 0.01
C 2.6605 -4.4669 3.2522 0.00 0.00 0.00
C -3.3407 -0.6386 2.3881 0.00 0.01 0.00
C 0.6882 4.2172 -4.7275 0.00 0.01 0.00
C 4.8695 -4.8860 2.4295 0.00 0.00 0.00
C 3.1392 -4.1375 0.8742 0.00 -0.01 0.00
C -2.0247 -0.1872 2.4690 0.01 0.00 0.00
C -0.8054 3.0528 0.3095 -0.02 0.02 0.00
C 0.5269 3.2768 0.7346 0.02 -0.03 0.04
C 3.9731 -4.8574 3.4907 0.00 0.00 0.00
C 4.4568 -4.5353 1.1545 0.00 0.00 0.00
C 1.5366 4.6014 -3.6994 0.00 0.02 0.00
C -1.5683 4.0828 -0.2403 0.00 0.01 0.00
C 0.2162 5.6259 0.1012 0.01 -0.01 -0.01
C 2.2514 -4.1033 1.9758 -0.01 -0.01 0.01
C -1.6764 1.2456 2.1937 0.00 -0.02 -0.01
H -2.4337 1.9215 2.5936 0.00 0.01 -0.01
H -0.3076 -3.8544 -1.2587 0.02 0.01 -0.01
H 5.8999 -5.1817 2.5967 0.00 0.00 0.00
H -0.3402 -4.0592 3.7803 0.00 0.00 0.00
H 2.4005 4.1058 -1.7886 0.00 0.01 0.01
H -2.7043 -3.8836 3.0811 0.00 0.00 0.00
H 1.9861 4.8136 0.9883 0.00 0.00 0.00
H 1.2311 1.9554 -1.6448 -0.01 0.00 0.00
H 0.5353 4.8606 -5.5841 0.00 0.00 0.00
H -0.6924 1.4694 2.6062 0.00 0.00 0.00
H -3.7654 -0.6724 -2.9196 -0.02 0.00 0.02
H 5.1568 -4.5558 0.3281 0.00 0.00 0.00
H 4.2854 -5.1309 4.4916 0.00 0.00 0.00
H -2.5721 3.8506 -0.5768 0.00 0.00 0.00
H -1.6667 6.1485 -0.8223 0.00 0.00 0.00
H 0.6818 -2.5945 3.7609 0.00 0.00 0.00
H 0.6340 6.6242 0.0230 0.00 0.00 0.00
H -4.1290 0.0559 2.1279 0.00 0.00 0.00
H -4.6121 -2.3600 2.5414 0.00 0.00 0.00
H -2.4008 -0.5908 -3.8399 0.08 0.02 -0.15
H -0.6368 2.6591 -5.4070 0.00 0.00 0.00
H 1.9571 -4.4514 4.0754 0.00 0.00 0.00